Entry 1:
Molecular formula: C43H50CoN2O4P
Method: DFT, wB97M-V/def2-TZVPD

Properties
Molecular weight ... 748.8 Da
E_LUMO ... -0.294 eV
HOMO-LUMO gap ... 6.35 eV

Cartesian coordinates (Å):
O 1.113 -2.690 0.427
H 5.598 6.642 0.975
Co 0.982 -0.727 -0.080
C 1.075 1.761 -3.588
C -7.247 -1.487 -0.382
H 0.303 3.765 2.929
O -0.895 -0.789 -0.046
C 1.117 2.948 -4.291
H 3.850 3.150 -0.757
H 1.236 5.118 -1.699
C 0.622 -6.787 -0.264
H 2.039 -3.336 -3.030
O -1.332 1.207 -0.955
H 5.035 -3.343 -0.743
C 2.799 -3.028 -2.310
H -2.121 -0.518 -2.998
H 5.781 4.623 -0.452
H 2.363 -6.613 -1.483
H -4.072 1.179 2.438
H -5.860 -0.091 1.492
P 1.203 3.032 0.350
H 2.413 -2.143 -1.817
C -1.278 4.414 0.007
H 0.774 -1.304 2.155
C -3.912 0.046 0.617
H 3.205 0.465 -0.088
H -2.677 0.100 2.372
H 3.447 7.161 2.082
C -5.810 -1.045 -0.425
C -2.393 -3.664 0.802
C 3.085 -4.142 -1.308
C 1.014 0.468 -1.520
C 1.071 1.773 -2.192
H -7.724 -1.377 -1.357
C 3.543 6.275 1.467
H -2.677 1.604 1.443
H 3.526 -4.959 -1.885
H -1.203 4.232 -1.056
C 1.132 2.989 -1.485
H 0.190 0.246 2.104
H -5.439 -1.880 -2.364
H -3.438 -1.508 -3.639
H 3.580 -1.100 -0.415
C -5.246 -0.344 0.633
C -0.244 -6.085 0.551
H -1.584 -5.006 2.241
C -3.302 0.778 1.780
H 2.363 -0.062 3.447
H 4.324 -0.338 1.845
H 2.355 1.179 2.182
H -2.726 -4.447 0.119
C 2.446 5.437 1.302
C -2.819 -1.323 -2.761
H -1.607 -3.041 3.472
H -7.321 -2.538 -0.097
C 3.313 -0.670 1.603
H -1.667 4.937 3.814
C -3.672 -0.976 -1.571
H 3.221 -1.726 1.841
H -1.062 -6.612 1.034
H 3.709 -2.977 0.387
C -0.278 3.970 0.865
C -3.135 -0.281 -0.489
H -3.421 5.755 2.267
C -2.402 5.051 0.513
C -0.119 -4.720 0.785
C -5.010 -1.345 -1.522
C -0.445 4.149 2.241
C 0.944 -3.982 0.174
H 0.501 -7.850 -0.429
C 1.844 -4.722 -0.652
C 2.536 4.297 0.507
H -3.243 -3.363 1.424
C -2.541 5.257 1.879
H 1.511 5.691 1.783
C -0.846 -3.080 2.687
C 1.165 4.152 -3.605
H -7.817 -0.906 0.343
H 0.117 -3.291 3.160
C 1.180 4.170 -2.220
H -2.227 -2.221 -2.568
C -1.225 -4.149 1.662
C -1.559 4.802 2.746
C 4.849 4.855 0.048
C -1.684 0.115 -0.513
C 1.657 -6.086 -0.850
C 2.264 0.110 2.373
C 4.747 5.987 0.846
O 0.906 -0.621 -2.061
C 4.128 -3.733 -0.271
N 3.004 -0.499 0.167
H 4.405 -4.583 0.353
H 1.197 5.087 -4.152
H 1.111 2.938 -5.373
H 1.034 0.810 -4.102
H -0.827 -2.107 2.206
C 3.757 4.020 -0.115
H 3.707 -2.766 -2.862
H -2.082 -2.800 0.222
H -3.178 5.379 -0.166
N 0.973 -0.348 1.853


Entry 2:
Molecular formula: C43H51Cl3CrGeN4
Method: DFT, wB97M-V/def2-TZVPD

Properties
Molecular weight ... 854.9 Da
E_LUMO (alpha / beta) ... 2.376 / 1.574 eV
2S+1 ... 6
Charge ... -1
HOMO-LUMO gap (alpha / beta) ... 4.74 / 5.41 eV

Cartesian coordinates (Å):
C 1.884 1.388 -0.825
C -1.774 0.278 3.230
H 4.881 4.336 2.847
H -0.815 2.985 6.099
H -4.657 -2.513 -2.368
C -1.664 0.978 4.452
H -6.036 -2.794 1.679
Cl -3.492 0.771 -1.893
H -5.458 -1.596 2.812
C -0.082 1.658 3.013
C 5.100 1.967 -1.579
H -5.257 -4.270 0.077
C 0.026 -4.713 -3.562
H 0.758 -2.727 0.572
H 1.646 3.078 6.671
C 2.784 -0.851 2.570
H -0.027 -3.157 -5.052
H -4.077 -3.367 3.971
C 0.866 -1.655 3.788
C 1.502 2.198 1.196
C -4.559 -3.747 -0.581
H -3.457 2.837 5.477
C -3.991 -2.271 1.431
H -4.347 1.611 4.589
H 1.991 2.115 5.226
C -2.790 -0.653 2.915
H -0.384 -4.923 -2.572
H 0.286 -1.687 4.700
N -0.042 -0.852 -1.315
C 1.882 -1.157 -4.491
H -5.967 -2.233 -1.238
C 1.237 2.332 5.985
C 3.878 2.892 -1.595
C -5.338 -3.010 -1.676
C -0.056 -2.222 -3.142
H 4.194 3.915 -1.381
H 5.829 2.256 -2.339
H -3.929 -4.518 -1.034
N 1.102 1.235 0.299
Cl -1.184 3.255 -1.640
H 5.593 1.998 -0.605
C 4.395 3.529 2.296
C 2.352 -1.518 1.398
H -0.281 -5.515 -4.238
H 2.755 -1.974 -0.682
H -0.551 -2.802 2.650
H 0.347 -0.516 -5.885
H 4.803 0.933 -1.764
H 3.952 2.839 3.018
C 0.985 2.393 2.440
Cr -0.462 -0.040 0.504
Ge -2.011 1.582 -0.473
H 3.444 2.907 -2.598
C -2.901 -1.363 1.754
C -3.794 1.799 5.511
C -2.595 0.851 5.618
H 2.606 4.669 1.904
H -5.799 -3.771 3.984
C 1.829 0.629 -1.951
C -0.444 -3.342 -4.058
H 2.392 -0.392 4.617
C 0.949 -0.462 -2.178
H 1.411 3.187 3.040
N -0.792 0.688 2.362
C 0.400 -2.285 2.639
H 4.039 -0.938 0.174
H 1.200 0.809 -5.108
C 2.053 -0.923 3.736
C 1.110 -2.202 1.453
H -1.531 -3.357 -4.187
H 2.047 -2.135 -4.951
C -0.673 -1.919 -1.909
H -2.289 -3.308 -2.020
H -4.477 1.687 6.356
H 1.991 -0.106 -6.404
H -2.952 -0.179 5.696
H 2.865 -0.812 -4.160
H 2.524 0.870 -2.746
C 1.329 -0.185 -5.539
H -3.573 -0.785 3.651
H 3.784 4.739 0.614
H -4.702 -4.570 2.848
C 3.323 4.066 1.341
C -0.598 1.853 4.314
C -1.828 -2.552 -1.396
C -5.182 -2.523 2.304
C -0.059 2.815 5.327
C 2.833 2.479 -0.609
H 1.061 1.412 6.547
H -2.053 1.053 6.546
C -2.448 -2.250 -0.219
H 0.116 3.789 4.859
Cl -3.330 2.652 0.934
C 2.599 2.973 0.622
H 5.161 2.982 1.744
N -1.978 -1.374 0.731
C -4.930 -3.622 3.340
H 1.114 -4.734 -3.476
C 3.112 -1.495 0.220
C 0.970 -1.302 -3.311
H 3.698 -0.270 2.529
C -3.711 -2.816 0.228
H -5.973 -3.696 -2.239


Entry 3:
Molecular formula: C43H51IN5P2RbS2Si
Method: DFT, wB97M-V/def2-TZVPD

Properties
Molecular weight ... 1004.5 Da
Energy above the lowest of the compared OMol25 structures with the same formula, charge and spin ... 34.2 kJ/mol
E_LUMO ... 0.131 eV
HOMO-LUMO gap ... 6.71 eV

Cartesian coordinates (Å):
H 2.440 -0.385 -4.904
H -3.287 0.045 -1.220
C 4.796 -1.529 -0.112
H 2.322 0.276 -6.555
C 1.037 4.113 5.319
C 0.937 5.784 1.912
H 0.555 -2.911 -5.576
H -2.216 6.673 1.046
H 6.562 -0.821 0.893
N -1.018 -4.080 -0.983
N 0.464 1.246 1.505
C 0.957 3.246 -1.914
H 2.927 -1.028 3.164
H 1.917 4.419 5.870
H -3.940 -4.895 0.571
N 2.799 -1.627 1.197
C -0.194 6.580 1.753
H -2.127 0.218 0.906
C -2.131 0.521 -4.337
C 0.294 -4.511 2.657
C 4.835 -0.866 2.172
H -2.247 4.306 0.313
H 0.135 3.953 -1.907
C -1.198 4.544 4.547
H -4.087 -0.354 5.402
I 5.812 -0.126 3.852
H 2.844 -2.134 -0.801
P 0.013 0.852 3.114
H -0.181 7.609 2.089
C 2.087 1.355 -0.969
C -1.205 -4.743 2.873
H 1.868 2.216 4.752
H -0.886 -2.592 -6.556
H 1.678 -4.205 1.197
H -1.764 0.391 5.189
Rb -0.057 -1.605 0.377
C 0.925 4.471 1.478
H -1.476 -5.786 2.706
H 1.204 -6.301 0.344
C -3.843 -0.319 2.035
H 0.826 -4.781 -1.514
C 2.996 2.451 -2.907
C -1.223 3.312 3.917
C 3.065 1.454 -1.952
H 2.167 0.550 -0.249
C -1.755 0.379 3.036
H 3.873 0.733 -1.973
H -0.050 5.911 5.739
H 1.478 1.270 1.457
C -0.115 2.467 3.976
H -1.426 -4.541 3.922
H -0.441 -6.148 0.895
H -0.073 0.410 -8.063
C -4.414 -0.481 3.283
H -1.683 0.147 -7.398
S -2.360 -3.723 1.912
H -2.483 -5.830 0.792
P -0.329 2.200 0.300
H -2.059 5.198 4.486
H -2.742 -5.200 -1.541
H 1.812 3.857 1.591
H -2.375 1.026 -5.265
C 5.509 -1.050 0.976
C -2.851 -4.834 0.551
C 0.369 -5.593 0.427
C 1.028 2.256 -0.930
C -2.524 0.104 1.907
C 3.483 -1.170 2.244
H -3.887 1.253 -3.294
H -0.403 -6.046 -1.532
C -2.646 -0.016 -2.097
C -0.067 4.946 5.248
H -4.419 -0.529 1.142
C -0.053 -5.156 -0.983
H -0.746 1.572 -6.926
S 0.771 -1.807 -2.800
H 0.815 -5.297 3.228
H -0.842 -3.463 -1.770
C -0.983 -0.248 -4.258
H 5.277 -1.683 -1.068
C 1.931 3.346 -2.889
C -0.696 -0.878 -3.006
C 3.445 -1.797 0.040
H 0.719 -2.367 -7.258
H 3.754 2.522 -3.676
C 1.009 2.876 4.687
H -2.108 3.005 3.371
H 1.827 6.194 2.372
Si 0.119 -0.485 -5.770
N 0.693 -4.444 1.263
H 1.782 1.232 -5.167
H -2.975 -3.501 -1.128
C -2.417 -4.400 -0.853
H 1.861 4.122 -3.640
C -0.680 0.507 -7.159
H 0.571 -3.557 3.118
C -1.350 4.729 0.754
C -2.986 0.657 -3.245
C 1.836 0.221 -5.576
N -1.546 -0.759 -1.958
C -1.335 6.056 1.170
C -3.656 -0.224 4.418
C -2.344 0.195 4.293
H -5.439 -0.815 3.375
C -0.222 3.931 0.899
C 0.134 -2.264 -6.341


Entry 4:
Molecular formula: C43H51N2O8PtSSi
Method: DFT, wB97M-V/def2-TZVPD

Properties
Molecular weight ... 979.1 Da
E_LUMO (alpha / beta) ... -5.094 / -5.095 eV
Charge ... +1
HOMO-LUMO gap (alpha / beta) ... 4.13 / 4.09 eV

Cartesian coordinates (Å):
O 0.294 3.659 -0.364
H 3.344 2.137 -3.675
C 2.619 1.976 -2.886
C -4.301 -2.375 1.181
C 2.467 -6.756 -0.544
H 4.037 0.262 1.508
H -3.180 0.924 4.160
H 5.230 -5.847 -2.243
C -4.644 -1.267 2.004
C 0.376 4.374 0.869
H 4.347 -7.713 -0.897
H 0.824 0.727 -4.574
C 3.467 -4.662 -2.066
C 0.870 1.806 -4.684
C 1.219 3.973 -3.497
H -0.900 -0.283 5.607
C 1.698 4.029 1.552
H 2.919 2.528 -1.999
H -1.618 -0.983 -4.243
H -7.284 0.617 3.010
C -2.803 -0.056 -1.526
H -5.511 1.704 4.337
O 0.244 2.036 -2.429
C 0.137 -1.537 -5.334
C 2.345 0.116 6.463
C -1.946 -2.183 1.744
C -2.664 1.384 -1.045
C -2.779 2.333 -2.230
H -2.048 2.069 -2.988
H -0.828 2.942 1.938
C 2.143 -0.164 4.074
H -2.589 3.353 -1.910
C -0.803 4.016 1.769
C -5.961 -0.796 2.107
H 2.058 -7.579 0.023
H -5.088 -2.866 0.633
H 3.989 0.165 5.113
N -1.330 -0.397 3.253
O -1.382 1.489 -0.411
H 2.584 0.915 -2.648
O 3.967 -1.488 -1.430
C -3.728 1.704 0.002
H 1.938 -2.317 -6.184
H 2.619 -3.507 -4.184
C 1.324 -2.257 -5.297
C 2.922 0.056 5.205
H 1.172 6.076 -0.187
C 1.707 -5.623 -0.747
C 1.726 -2.909 -4.151
H -3.746 -0.189 -2.046
H 2.004 4.293 -4.174
H 0.258 4.284 -3.898
C -3.961 0.451 3.585
H -3.657 2.743 0.311
C 1.294 -3.421 -1.727
C 0.968 0.001 6.607
H 1.839 4.654 2.429
C -6.266 0.264 2.931
H 1.703 2.983 1.853
H 1.361 4.452 -2.535
H -3.779 2.265 -2.649
H 2.972 0.246 7.331
H -4.718 1.528 -0.413
H 0.517 0.047 7.586
N -0.060 -0.574 3.144
O 0.544 -3.013 -0.656
Pt 0.587 -0.955 1.078
H -0.183 -1.044 -6.241
C -0.247 -2.077 -3.030
Si 0.010 2.158 -0.853
C -3.625 -0.619 2.741
C 0.734 -0.289 4.214
C -5.263 0.885 3.678
H 0.704 -5.595 -0.346
H 1.595 2.066 -5.447
H -0.582 6.106 -0.008
H 4.221 1.045 3.093
C -3.021 -2.816 1.061
H 3.899 -3.846 -2.619
H 0.454 6.471 1.381
H -3.592 1.068 0.870
C 0.171 -0.187 5.503
C 3.449 -1.837 -0.473
O 2.932 -2.194 0.487
O -0.736 -2.553 1.583
S 1.490 0.883 0.141
H -6.741 -1.269 1.527
H 4.668 -0.674 2.891
C 2.179 -4.552 -1.526
C 3.741 -6.842 -1.081
H -1.984 -0.263 -2.205
C 4.233 -5.789 -1.836
C 0.351 5.856 0.491
C 1.250 2.455 -3.356
O 2.633 -0.275 2.821
H -0.106 2.164 -4.996
H -0.871 -2.053 -2.151
H 2.522 4.196 0.863
C -2.267 -1.058 2.608
H -2.758 -0.745 -0.687
C 3.973 0.111 2.582
H 0.620 -3.641 0.081
H -1.737 4.315 1.302
H -0.707 4.526 2.724
C 0.972 -2.794 -2.964
H -2.775 -3.666 0.443
C -0.662 -1.484 -4.197


> The highest molecular weight belongs to which entry?

C43H51IN5P2RbS2Si